{
  "formula": "C6H14NO",
  "method": "ωB97M-V/def2-TZVPD",
  "charge": 1,
  "molar_mass_g_mol": 116.184,
  "orbital_gap_ev": [8.313, 8.316],
  "symbols": ["C", "C", "C", "C", "C", "C", "N", "O", "H", "H", "H", "H", "H", "H", "H", "H", "H", "H", "H", "H", "H", "H"],
  "xyz": [[0.535, 1.807, 0.148], [-2.415, 0.379, -0.344], [2.586, -0.549, -0.446], [0.267, 0.293, -0.221], [-1.444, -1.648, 0.361], [-1.069, -0.170, 0.357], [1.348, -0.663, 0.367], [0.972, -1.956, 0.488], [0.095, 2.436, -0.615], [0.167, 2.074, 1.161], [1.540, 2.035, 0.112], [-3.182, 0.502, 0.358], [-2.161, 1.504, -0.665], [-2.931, -0.213, -1.093], [2.722, 0.475, -0.668], [2.411, -1.034, -1.420], [3.415, -0.975, 0.018], [0.287, 0.167, -1.253], [1.508, -0.453, 1.306], [-2.211, -1.805, 1.114], [-1.393, -2.244, -0.503], [-1.045, 0.038, 1.438]],
  "forces_ev_per_angstrom": [[-2.0, -1.7, 0.3], [1.9, 2.9, -0.2], [-1.5, -0.1, -1.6], [-0.5, 0.7, 2.3], [1.8, 3.4, 0.0], [-0.9, -2.1, 0.3], [-0.6, 0.0, -1.7], [-2.3, -1.1, -0.6], [-0.4, 0.1, 0.0], [0.0, -0.2, -0.7], [2.3, 0.3, 0.0], [-0.8, 0.2, 1.5], [-0.6, -2.7, 0.2], [0.9, -0.1, -0.7], [0.5, 1.1, 0.0], [-0.1, -0.1, 0.6], [1.1, -0.7, 1.0], [0.3, -0.4, -1.9], [0.7, 1.6, 1.9], [0.5, -0.9, 0.3], [0.2, -0.9, -0.9], [-0.4, 0.7, -0.4]]
}

=====

{
  "formula": "C55H48BBaN4O8P2S",
  "method": "ωB97M-V/def2-TZVPD",
  "charge": -1,
  "molar_mass_g_mol": 1135.164,
  "orbital_gap_ev": 5.876,
  "symbols": ["Ba", "O", "S", "C", "C", "C", "C", "C", "C", "P", "C", "C", "C", "C", "C", "C", "C", "C", "C", "C", "C", "C", "C", "C", "C", "C", "C", "C", "P", "C", "C", "C", "C", "C", "C", "C", "C", "C", "C", "C", "C", "H", "H", "H", "H", "H", "H", "H", "H", "H", "H", "H", "H", "H", "H", "H", "H", "H", "H", "H", "H", "H", "H", "H", "H", "H", "H", "H", "H", "O", "B", "O", "C", "C", "C", "C", "C", "C", "H", "H", "H", "H", "C", "N", "C", "C", "C", "O", "N", "C", "O", "H", "H", "H", "H", "H", "C", "C", "C", "C", "C", "C", "O", "N", "C", "O", "N", "C", "O", "H", "H", "H", "H", "H", "H", "H", "H", "H", "H", "H"],
  "xyz": [[-0.860, 0.187, -1.864], [-1.168, 1.302, 0.706], [-0.045, 0.656, 1.438], [0.916, 2.027, 2.151], [0.413, 3.313, 2.068], [1.080, 4.354, 2.693], [2.235, 4.099, 3.412], [2.742, 2.812, 3.497], [2.108, 1.752, 2.855], [2.653, -0.009, 2.909], [3.358, -0.120, 4.592], [4.495, -0.879, 4.863], [4.882, -1.122, 6.172], [4.141, -0.611, 7.228], [3.008, 0.147, 6.968], [2.611, 0.380, 5.662], [4.189, 0.031, 1.898], [4.300, -0.861, 0.837], [5.485, -0.953, 0.119], [6.559, -0.143, 0.446], [6.449, 0.770, 1.489], [5.272, 0.853, 2.211], [-0.834, 0.164, 3.025], [-0.923, 0.965, 4.155], [-1.712, 0.556, 5.219], [-2.443, -0.620, 5.132], [-2.358, -1.408, 3.996], [-1.520, -1.054, 2.941], [-1.091, -2.042, 1.395], [0.188, -3.070, 2.268], [1.414, -3.272, 1.634], [2.430, -3.987, 2.246], [2.245, -4.505, 3.520], [1.029, -4.324, 4.158], [0.009, -3.615, 3.535], [-2.589, -3.097, 1.408], [-2.592, -4.476, 1.591], [-3.780, -5.190, 1.520], [-4.977, -4.536, 1.265], [-4.981, -3.161, 1.067], [-3.793, -2.450, 1.130], [-0.512, 3.476, 1.526], [0.689, 5.362, 2.640], [2.741, 4.907, 3.926], [3.624, 2.633, 4.099], [5.077, -1.286, 4.045], [5.762, -1.722, 6.371], [4.442, -0.804, 8.250], [2.422, 0.550, 7.785], [1.707, 0.940, 5.455], [3.451, -1.476, 0.567], [5.574, -1.664, -0.693], [7.484, -0.220, -0.113], [7.287, 1.408, 1.742], [5.189, 1.554, 3.031], [-0.402, 1.910, 4.220], [-1.775, 1.173, 6.107], [-3.081, -0.920, 5.955], [-2.952, -2.313, 3.928], [1.543, -2.891, 0.631], [3.370, -4.138, 1.728], [3.045, -5.044, 4.014], [0.871, -4.732, 5.150], [-0.932, -3.493, 4.051], [-1.657, -4.988, 1.781], [-3.773, -6.264, 1.665], [-5.902, -5.096, 1.214], [-5.911, -2.648, 0.858], [-3.788, -1.379, 0.956], [-0.628, 3.649, -3.404], [-1.352, 2.540, -2.854], [-2.724, 2.813, -3.132], [-2.806, 3.987, -3.812], [-3.913, 4.641, -4.309], [-3.701, 5.846, -4.977], [-2.421, 6.359, -5.140], [-1.303, 5.690, -4.644], [-1.517, 4.502, -3.975], [-4.905, 4.223, -4.195], [-4.547, 6.389, -5.381], [-2.290, 7.293, -5.673], [-0.302, 6.077, -4.788], [-0.431, -5.589, -1.999], [-1.167, -4.382, -2.322], [-1.839, -4.256, -3.500], [-2.435, -3.109, -3.848], [-2.292, -1.955, -2.977], [-2.720, -0.828, -3.274], [-1.653, -2.127, -1.795], [-1.069, -3.279, -1.472], [-0.422, -3.455, -0.421], [-0.973, -6.462, -2.362], [-0.319, -5.641, -0.921], [0.566, -5.567, -2.446], [-1.858, -5.141, -4.124], [-2.958, -2.997, -4.785], [3.716, -3.471, -4.318], [3.073, -2.740, -5.495], [2.662, -1.300, -5.152], [2.105, -0.629, -6.428], [1.698, 0.832, -6.239], [3.882, -0.521, -4.697], [4.950, -0.560, -5.284], [3.708, 0.259, -3.594], [2.564, 0.293, -2.757], [2.584, 1.058, -1.802], [1.557, -0.542, -3.030], [1.531, -1.343, -4.108], [0.593, -2.115, -4.300], [3.947, -4.504, -4.586], [3.037, -3.484, -3.462], [4.650, -2.987, -4.025], [2.169, -3.267, -5.802], [3.767, -2.711, -6.336], [1.239, -1.214, -6.743], [2.869, -0.700, -7.206], [0.912, 0.928, -5.488], [1.320, 1.241, -7.177], [2.548, 1.441, -5.930], [4.489, 0.826, -3.298]],
  "forces_ev_per_angstrom": [[2.1, 0.2, 1.7], [-0.3, 0.2, -0.5], [0.6, 0.7, 1.4], [0.5, -0.2, 0.3], [-0.2, -0.2, -0.3], [0.0, 0.1, 0.0], [0.1, 0.1, 0.1], [0.0, -0.1, -0.1], [-0.5, 0.0, -0.3], [0.2, 0.1, -0.2], [-0.2, -0.1, 0.1], [0.0, 0.0, -0.1], [0.0, 0.0, 0.1], [0.0, 0.0, 0.0], [-0.1, 0.0, 0.0], [0.1, -0.1, -0.1], [-0.1, 0.0, 0.1], [-0.1, 0.0, 0.0], [0.1, 0.0, -0.1], [0.0, 0.0, 0.0], [0.0, 0.0, 0.0], [0.0, 0.0, -0.1], [-0.1, -0.4, -0.2], [0.1, 0.1, -0.1], [0.0, 0.0, 0.0], [0.0, 0.0, 0.0], [0.0, 0.0, 0.0], [0.3, 0.2, -0.2], [-0.3, -0.2, 0.9], [0.0, 0.0, -0.2], [-0.1, 0.0, -0.1], [0.1, 0.0, 0.0], [0.1, 0.0, 0.0], [-0.1, 0.0, 0.1], [0.1, 0.0, 0.0], [0.0, 0.1, -0.2], [0.1, 0.0, 0.0], [0.0, 0.0, 0.0], [0.0, 0.0, 0.0], [0.0, 0.0, 0.0], [0.0, 0.0, 0.0], [0.0, 0.0, 0.0], [0.0, 0.0, 0.0], [0.0, 0.0, 0.0], [0.0, 0.0, 0.0], [0.0, 0.0, 0.0], [0.0, 0.0, 0.0], [0.0, 0.0, 0.0], [0.0, 0.0, 0.0], [0.0, 0.0, 0.1], [0.0, 0.0, 0.0], [-0.1, 0.0, 0.0], [0.0, 0.0, 0.0], [0.0, 0.0, 0.0], [0.1, 0.0, 0.0], [0.0, 0.0, 0.0], [0.0, 0.0, 0.0], [0.0, 0.0, 0.0], [0.0, 0.0, 0.0], [0.0, 0.0, 0.0], [0.0, 0.0, 0.0], [0.0, 0.0, 0.0], [0.0, 0.0, 0.0], [-0.1, 0.0, 0.0], [0.0, 0.0, 0.0], [0.0, 0.0, 0.0], [0.0, 0.0, 0.0], [0.0, 0.0, 0.0], [-0.1, 0.0, 0.0], [0.1, 0.4, -0.2], [-0.2, 2.0, -1.0], [-0.5, 0.2, -0.1], [0.2, 0.2, -0.1], [0.0, -0.2, 0.1], [0.0, 0.1, 0.0], [-0.1, 0.1, -0.1], [0.1, -0.1, 0.1], [-0.3, -0.1, 0.0], [0.0, 0.0, 0.0], [0.0, 0.0, 0.0], [0.0, 0.0, 0.0], [0.0, 0.0, 0.0], [0.1, 0.0, 0.0], [0.0, 0.2, 0.0], [-0.1, 0.0, 0.0], [-0.1, 0.2, -0.2], [-0.4, -1.2, -0.4], [-0.4, 0.1, -0.3], [-0.8, -1.6, 0.2], [0.3, -0.8, 0.1], [0.0, -0.1, -0.3], [0.0, 0.0, 0.0], [0.0, -0.1, 0.0], [0.0, 0.0, 0.0], [0.0, 0.0, 0.0], [0.0, 0.0, 0.0], [-0.1, 0.0, -0.1], [0.1, 0.0, 0.2], [-0.1, -0.3, -0.2], [0.0, 0.3, 0.1], [0.0, -0.2, 0.0], [0.0, 0.0, 0.1], [-0.1, 0.0, -0.1], [0.0, 0.1, 0.1], [0.5, 0.0, -0.1], [-0.1, 0.0, 0.0], [-0.6, 0.0, 0.2], [0.2, -0.1, 0.0], [0.0, 0.0, -0.1], [0.0, 0.0, 0.0], [0.0, 0.0, 0.0], [0.0, 0.0, 0.0], [0.0, 0.0, 0.0], [0.0, 0.0, 0.0], [0.0, -0.1, 0.0], [0.0, 0.0, 0.0], [0.0, 0.1, 0.0], [0.0, 0.0, 0.0], [0.0, 0.0, 0.0], [0.0, 0.0, 0.0]]
}